Entry 1:
A structure of composition C16H32O32S8 in a non-equilibrium geometry. Source: the Open Molecules 2025 dataset; level of theory: the ωB97M-V functional and the def2-TZVPD basis.

Computed properties:
Frontier orbital gap (Eh): 0.3755
Relative energy (zero: lowest compared OMol25 entry of this formula, charge and spin) (kcal/mol): 65.9

Atoms and positions in Å:
1 C -2.22 5.24 17.26
2 C -3.15 6.08 18.09
3 O -4.32 6.37 17.36
4 S -4.23 5.87 15.82
5 O -4.41 6.96 14.89
6 O -5.05 4.71 15.69
7 O -2.67 5.39 15.93
8 H -2.28 4.20 17.61
9 H -1.20 5.59 17.41
10 H -2.80 7.05 18.46
11 H -3.38 5.54 19.02
12 C -2.91 3.41 24.04
13 C -4.29 3.93 24.44
14 O -5.13 3.55 23.33
15 S -4.24 3.06 22.06
16 O -3.57 4.18 21.45
17 O -4.97 2.13 21.25
18 O -3.15 2.41 23.06
19 H -2.34 2.98 24.86
20 H -2.22 4.14 23.63
21 H -4.25 5.01 24.62
22 H -4.72 3.38 25.27
23 C -5.58 12.99 16.58
24 C -6.85 12.19 16.57
25 O -6.52 11.00 15.84
26 S -4.90 10.81 15.70
27 O -4.53 11.12 14.35
28 O -4.48 9.54 16.24
29 O -4.55 11.99 16.72
30 H -5.57 13.66 17.43
31 H -5.49 13.40 15.57
32 H -7.69 12.70 16.08
33 H -7.28 11.83 17.51
34 C -1.44 7.39 13.41
35 C -1.98 8.60 12.59
36 O -1.10 8.72 11.49
37 S -0.56 7.21 11.10
38 O 0.71 7.21 10.45
39 O -1.68 6.46 10.57
40 O -0.40 6.82 12.68
41 H -2.21 6.63 13.55
42 H -1.10 7.73 14.38
43 H -2.25 9.49 13.16
44 H -2.99 8.35 12.23
45 C -7.35 5.51 12.53
46 C -7.23 6.64 13.61
47 O -8.19 7.64 13.13
48 S -8.35 7.56 11.51
49 O -7.16 8.11 10.90
50 O -9.63 7.93 11.04
51 O -8.16 5.93 11.48
52 H -7.78 4.63 13.01
53 H -6.37 5.19 12.19
54 H -6.30 7.19 13.56
55 H -7.62 6.33 14.57
56 C -7.20 2.26 15.17
57 C -8.49 2.46 15.97
58 O -9.26 1.27 15.93
59 S -8.62 0.28 14.80
60 O -9.15 0.61 13.50
61 O -8.76 -1.07 15.28
62 O -7.12 0.83 15.04
63 H -6.30 2.69 15.62
64 H -7.13 2.76 14.20
65 H -9.09 3.31 15.63
66 H -8.28 2.66 17.02
67 C 0.58 9.62 21.61
68 C -0.12 10.00 20.29
69 O -0.36 8.83 19.55
70 S 0.03 7.52 20.39
71 O 1.29 6.99 19.93
72 O -1.03 6.56 20.51
73 O 0.20 8.27 21.78
74 H 0.17 10.10 22.50
75 H 1.65 9.83 21.52
76 H 0.50 10.70 19.73
77 H -0.99 10.65 20.43
78 C 3.50 9.75 15.51
79 C 3.38 9.97 17.01
80 O 2.58 8.89 17.47
81 S 2.13 7.80 16.36
82 O 0.70 7.68 16.47
83 O 2.92 6.62 16.33
84 O 2.56 8.81 15.12
85 H 4.53 9.50 15.24
86 H 3.14 10.66 15.01
87 H 2.84 10.88 17.25
88 H 4.36 9.88 17.47

***

Entry 2:
A structure of composition C18H24IrN4OS2Se2. Source: the Open Molecules 2025 dataset; level of theory: the ωB97M-V functional and the def2-TZVPD basis.

Computed properties:
2S+1: 2
Total charge: +4
Frontier orbital gap (spin up / spin down) (Eh): 0.2759 / 0.1929
Relative energy (zero: lowest compared OMol25 entry of this formula, charge and spin) (kcal/mol): 0.0

Atoms and positions in Å:
1 Ir 0.40 -0.58 0.18
2 Se -1.75 -1.74 1.04
3 Se -0.44 -2.72 2.74
4 C 0.45 -1.05 3.15
5 C 0.77 -0.86 4.48
6 C 1.45 0.29 4.87
7 C 1.74 1.25 3.91
8 C 1.37 1.01 2.60
9 N 0.75 -0.12 2.20
10 C -1.32 -2.60 -0.65
11 C -1.94 -3.69 -1.21
12 C -1.53 -4.06 -2.50
13 C -0.57 -3.31 -3.16
14 C 0.00 -2.21 -2.52
15 N -0.38 -1.87 -1.29
16 H 0.48 -1.60 5.22
17 H 1.72 0.44 5.90
18 H 2.25 2.17 4.16
19 H 1.60 1.73 1.83
20 H -2.70 -4.24 -0.68
21 H -1.98 -4.92 -2.99
22 H -0.25 -3.56 -4.16
23 H 0.77 -1.61 -2.99
24 C -0.69 3.72 -1.13
25 C 0.09 2.45 -0.75
26 N -0.82 1.31 -0.40
27 C -1.65 1.03 -1.61
28 C -2.44 2.28 -2.07
29 N -2.15 3.39 -1.11
30 C -2.56 3.00 0.28
31 C -1.72 1.77 0.69
32 H -0.44 4.07 -2.13
33 H -0.52 4.54 -0.43
34 H 0.73 2.65 0.11
35 H 0.72 2.14 -1.59
36 H -2.33 0.21 -1.37
37 H -0.99 0.70 -2.41
38 H -3.51 2.10 -2.06
39 H -2.15 2.61 -3.06
40 H -2.68 4.22 -1.40
41 H -3.63 2.79 0.26
42 H -2.39 3.85 0.93
43 H -2.39 0.95 0.96
44 H -1.11 2.00 1.56
45 C 4.94 -2.96 -0.52
46 O 4.20 -1.69 -0.83
47 C 3.05 -1.44 -0.41
48 S 2.29 0.12 -0.79
49 S 1.97 -2.32 0.56
50 H 5.60 -2.72 0.31
51 H 5.49 -3.17 -1.43
52 H 4.22 -3.74 -0.28

***

Entry 3:
A cluster of 2 separate species, H3OS2 in total in a non-equilibrium geometry. Source: the Open Molecules 2025 dataset; level of theory: the ωB97M-V functional and the def2-TZVPD basis.

Computed properties:
Total charge: -1
Frontier orbital gap (Eh): 0.2048
Relative energy (zero: lowest compared OMol25 entry of this formula, charge and spin) (kcal/mol): 12.1

Atoms and positions in Å:
1 O 1.93 2.63 -2.74
2 H 1.35 3.34 -2.46
3 S -0.30 -0.44 1.77
4 S -0.75 -1.20 -0.05
5 H 1.55 1.98 -2.13
6 H -1.40 -0.19 -0.59

***

Entry 4:
A structure of composition C11H12N3 in a non-equilibrium geometry. Source: the Open Molecules 2025 dataset; level of theory: the ωB97M-V functional and the def2-TZVPD basis.

Computed properties:
2S+1: 3
Total charge: +1
Frontier orbital gap (spin up / spin down) (Eh): 0.2315 / 0.2001
Relative energy (zero: lowest compared OMol25 entry of this formula, charge and spin) (kcal/mol): 29.7

Atoms and positions in Å:
1 C 2.26 0.09 1.38
2 C -1.85 -1.66 1.21
3 C -2.39 -0.38 1.31
4 C -0.85 -1.89 0.34
5 C -1.15 0.39 -0.61
6 C -2.10 0.58 0.38
7 C -0.43 -0.82 -0.51
8 C 3.20 1.33 0.00
9 C 2.33 -0.93 -0.48
10 C -2.77 1.95 0.29
11 C 0.60 -0.97 -1.57
12 N 3.00 1.07 1.33
13 N 1.67 -0.82 0.82
14 N 3.07 0.29 -0.81
15 H -2.19 -2.43 1.76
16 H -3.19 -0.02 2.07
17 H -0.26 -2.69 0.09
18 H -1.16 1.20 -1.29
19 H 3.58 2.22 -0.23
20 H 2.80 -1.76 -0.81
21 H -3.31 2.19 -0.58
22 H -3.64 1.91 1.11
23 H -2.21 2.84 0.59
24 H 0.72 -1.97 -2.01
25 H 0.57 0.00 -2.19
26 H 3.69 0.27 -1.60

***

Entry 5:
An isolated molecule of C5H10F3N3 in a non-equilibrium geometry. Source: the Open Molecules 2025 dataset; level of theory: the ωB97M-V functional and the def2-TZVPD basis.

Computed properties:
Frontier orbital gap (spin up / spin down) (Eh): 0.2423 / 0.2422
Relative energy (zero: lowest compared OMol25 entry of this formula, charge and spin) (kcal/mol): 81.8

Atoms and positions in Å:
1 C 0.61 0.68 -1.36
2 C 1.30 0.10 0.08
3 C 0.70 -1.18 0.60
4 C 1.35 1.15 1.18
5 C -2.48 -0.02 0.01
6 N -0.70 0.97 -1.13
7 N -1.52 -0.15 -0.83
8 N 0.71 -2.23 -0.19
9 F -3.07 -1.24 0.17
10 F -2.10 0.30 1.40
11 F -3.57 0.81 -0.16
12 H 1.22 1.49 -1.71
13 H 0.84 -0.15 -2.02
14 H 2.35 -0.24 -0.22
15 H 0.22 -1.35 1.53
16 H 1.96 0.80 2.00
17 H 0.36 1.31 1.68
18 H 1.80 2.16 0.78
19 H -0.81 1.83 -0.72
20 H 0.11 -3.08 0.12
21 H 0.70 -1.96 -1.20

***

Entry 6:
An isolated molecule of C24H30N4O4S in a non-equilibrium geometry. Source: the Open Molecules 2025 dataset; level of theory: the ωB97M-V functional and the def2-TZVPD basis.

Computed properties:
Frontier orbital gap (Eh): 0.2682
Relative energy (zero: lowest compared OMol25 entry of this formula, charge and spin) (kcal/mol): 95.5
Structure (SMILES): O=C(CN1CCN(S(=O)(=O)/C=C/c2ccccc2)CC1)Nc1ccccc1N1CCOCC1

Atoms and positions in Å:
1 O 1.56 2.22 -2.15
2 C 0.52 1.70 -1.82
3 N -0.30 2.13 -0.82
4 C 0.01 3.11 0.15
5 C -0.20 2.77 1.48
6 C 0.16 3.63 2.50
7 C 0.76 4.84 2.18
8 C 0.94 5.20 0.86
9 C 0.54 4.37 -0.20
10 N 0.68 4.74 -1.51
11 C 1.61 5.76 -1.94
12 H 2.42 5.85 -1.22
13 C 0.91 7.10 -2.16
14 H 1.59 7.84 -2.59
15 O -0.15 6.96 -3.08
16 C -1.08 5.99 -2.65
17 H -1.85 5.95 -3.42
18 C -0.41 4.62 -2.46
19 H -1.16 3.91 -2.09
20 H -0.01 4.27 -3.41
21 H -1.54 6.31 -1.70
22 H 0.51 7.48 -1.20
23 H 2.03 5.42 -2.89
24 H 1.37 6.16 0.64
25 H 1.08 5.51 2.96
26 H 0.00 3.35 3.53
27 H -0.63 1.81 1.71
28 H -1.02 1.46 -0.57
29 C -0.06 0.48 -2.52
30 N -0.77 -0.37 -1.57
31 C 0.18 -1.08 -0.72
32 C -0.59 -1.84 0.37
33 N -1.59 -2.72 -0.19
34 S -0.98 -4.20 -0.72
35 O -2.00 -4.82 -1.51
36 O 0.33 -4.08 -1.29
37 C -0.85 -5.04 0.84
38 C 0.34 -5.41 1.29
39 C 0.64 -6.11 2.53
40 C -0.34 -6.49 3.45
41 C 0.00 -7.15 4.61
42 C 1.33 -7.44 4.89
43 C 2.31 -7.07 3.99
44 C 1.98 -6.41 2.82
45 H 2.75 -6.12 2.13
46 H 3.35 -7.29 4.20
47 H 1.59 -7.96 5.80
48 H -0.77 -7.44 5.31
49 H -1.38 -6.27 3.24
50 H 1.18 -5.17 0.66
51 H -1.81 -5.21 1.30
52 C -2.46 -2.05 -1.13
53 C -1.67 -1.32 -2.21
54 H -2.35 -0.77 -2.86
55 H -1.12 -2.07 -2.80
56 H -3.11 -2.81 -1.57
57 H -3.07 -1.33 -0.56
58 H 0.10 -2.45 0.96
59 H -1.10 -1.14 1.03
60 H 0.85 -0.36 -0.25
61 H 0.77 -1.80 -1.29
62 H 0.75 -0.04 -3.05
63 H -0.78 0.84 -3.27

***

- What is the relative energy (zero: lowest compared OMol25 entry of this formula, charge and spin) in the third record?
  12.1 kcal/mol

***

- Which value of relative energy (zero: lowest compared OMol25 entry of this formula, charge and spin) does entry 3 give?
  12.1 kcal/mol